1.
Density functional theory data (the ωB97M-V functional and the def2-TZVPD basis) for a cluster of 3 separate species, C2H9NO4 in total.

```
16
C2H9NO4 the ωB97M-V functional and the def2-TZVPD basis
N -0.6199 -1.6387 0.2996
C -1.2828 -0.6599 -0.5477
C -0.3331 0.3342 -1.2287
O 0.3396 1.1297 -0.6319
O -0.5159 0.3651 -2.5605
H -0.3516 -2.3866 -0.3278
H 0.2035 -1.2053 0.6961
H -1.9966 -0.0778 0.0531
H -1.8343 -1.1663 -1.3389
H 0.2050 0.8789 -2.9604
O -0.2017 -0.1055 5.1855
H -0.1465 0.5881 5.8394
H 0.2145 -0.8613 5.5933
O 2.0969 1.7917 -3.0501
H 2.7131 1.1497 -2.7205
H 1.5099 1.8640 -2.3004
```

The spin multiplicity is 1. Its structure (SMILES) is NCC(=O)O.O.O. Its orbital gap is 0.384 hartree.

Atomic partial charges in e from the Löwdin method, atoms 1 to 2: N 0.016; C -0.191

2.
Density functional theory data (the ωB97M-V functional and the def2-TZVPD basis) for a cluster of 3 separate species, C2H9NO4 in total.

```
16
C2H9NO4 the ωB97M-V functional and the def2-TZVPD basis
C -1.0814 0.3291 -1.9807
N -0.6807 1.6065 -1.3487
C -0.4137 1.6729 -0.0319
O 0.0492 2.6193 0.5271
O -0.6445 0.6451 0.8641
H -1.0360 0.4511 -3.1317
H -0.1556 -0.2622 -1.9830
H -2.0423 -0.2528 -1.6559
H -0.7292 2.5557 -1.6967
H -1.0055 -0.3125 0.6060
O 2.5716 -1.6622 0.2402
H 3.2290 -2.0674 -0.2474
H 2.2472 -0.7199 0.3219
O -0.0870 -1.4348 3.4885
H 0.6044 -1.7577 2.9182
H -0.8256 -1.4104 3.1100
```

The spin multiplicity is 1. Its structure (SMILES) is CNC(=O)O.O.O. Its orbital gap is 0.383 hartree.

Atomic partial charges in e from the Löwdin method, atoms 1 to 2: C -0.092; N 0.019

Which of them is the most stable, and which is the least stable? 1 and 2, in that order.

1.
Density functional theory data (the ωB97M-V functional and the def2-TZVPD basis) for a cluster of 3 separate species, C2H9NO4 in total.

```
16
C2H9NO4 the ωB97M-V functional and the def2-TZVPD basis
C -2.3303 -1.6596 1.1593
N -1.7145 -2.1900 -0.0435
C -2.1304 -1.9224 -1.2983
O -1.6931 -2.4659 -2.2806
O -2.9987 -0.8722 -1.3253
H -3.3554 -2.0115 1.3002
H -2.3206 -0.5724 1.0880
H -1.8071 -1.9649 2.0586
H -0.9868 -2.8649 0.1108
H -3.5865 -1.0060 -2.0904
O 1.6158 3.7504 -1.4796
H 0.9616 4.4438 -1.5437
H 1.8126 3.7516 -0.5329
O 6.5139 1.6916 1.5358
H 5.8568 1.4174 2.1986
H 6.1629 2.4753 1.1430
```

The spin multiplicity is 1. Its structure (SMILES) is CNC(=O)O.O.O. Its orbital gap is 0.381 hartree.

Atomic partial charges in e from the Löwdin method, atoms 1 to 2: C -0.080; N 0.025

2.
Density functional theory data (the ωB97M-V functional and the def2-TZVPD basis) for a cluster of 3 separate species, C2H9NO4 in total.

```
16
C2H9NO4 the ωB97M-V functional and the def2-TZVPD basis
N 2.2569 -1.6994 1.2002
C 0.8022 -1.2883 1.1642
C 0.5269 -0.4457 -0.0570
O 0.9350 0.6781 -0.2263
O -0.2927 -1.0715 -0.9056
H 2.7722 -1.0764 0.5929
H 2.6103 -1.4951 2.1378
H 0.1944 -2.1870 1.1491
H 0.5977 -0.6786 2.0452
H -0.5119 -0.5007 -1.6675
O -1.4297 1.9756 0.8740
H -1.7566 1.6801 1.7302
H -0.5536 1.5610 0.8371
O -2.0735 1.1299 -2.0040
H -2.6894 1.5004 -2.6440
H -2.3393 1.5761 -1.1883
```

The spin multiplicity is 1. Its structure (SMILES) is NCC(=O)O.O.O. Its orbital gap is 0.388 hartree.

Atomic partial charges in e from the Löwdin method, atoms 1 to 2: N 0.011; C -0.154

Which of them is the most stable, and which is the least stable? 2 and 1, in that order.

1.
Density functional theory data (the ωB97M-V functional and the def2-TZVPD basis) for a cluster of 2 separate species, C2H4O3 in total.

```
9
C2H4O3 the ωB97M-V functional and the def2-TZVPD basis
O 0.8548 1.9963 0.0808
C 1.1245 0.9026 0.4802
O 2.4016 0.5378 0.7910
H 0.5485 -0.0300 0.5121
H 2.9840 1.1579 0.3240
C -1.9983 -1.1430 -0.5440
O -1.1390 -1.5454 0.1926
H -1.9265 -1.3395 -1.6289
H -2.8495 -0.5368 -0.2078
```

The spin multiplicity is 1. Its structure (SMILES) is O=CO.C=O. Its orbital gap is 0.409 hartree.

Atomic partial charges in e from the Löwdin method, atoms 1 to 2: O 0.072; C -0.366

2.
Density functional theory data (the ωB97M-V functional and the def2-TZVPD basis) for a structure of composition C2H4O3.

```
9
C2H4O3 the ωB97M-V functional and the def2-TZVPD basis
C -1.8830 0.0739 -0.1689
C 1.3219 1.0609 0.6784
O -1.1253 0.8719 -0.6297
O 1.5753 -1.2073 -0.3053
O 1.7680 0.4423 -0.1964
H -2.3854 -0.6977 -0.7733
H -2.1492 0.0570 0.9023
H 0.7552 0.8072 1.5613
H 2.1224 -1.4083 -1.0684
```

The spin multiplicity is 1. Its orbital gap (spin up / spin down) is 0.339 / 0.346 hartree.

Atomic partial charges in e from the Löwdin method, atoms 1 to 2: C -0.131; C 0.039

3.
Density functional theory data (the ωB97M-V functional and the def2-TZVPD basis) for a cluster of 2 separate species, C2H4O3 in total.

```
9
C2H4O3 the ωB97M-V functional and the def2-TZVPD basis
O 0.0252 2.3099 -1.9363
C -0.0948 1.2322 -2.4206
O -1.3133 0.7006 -2.6772
H 0.7326 0.5169 -2.5555
H -1.3661 0.2683 -3.5451
C 0.2741 -1.8181 3.3396
O 1.2185 -2.2856 3.9103
H -0.6788 -1.6481 3.8709
H 0.3461 -1.5547 2.2701
```

The spin multiplicity is 1. Its structure (SMILES) is O=CO.C=O. Its orbital gap is 0.394 hartree.

Atomic partial charges in e from the Löwdin method, atoms 1 to 2: O 0.097; C -0.397

4.
Density functional theory data (the ωB97M-V functional and the def2-TZVPD basis) for a cluster of 2 separate species, C2H4O3 in total.

```
9
C2H4O3 the ωB97M-V functional and the def2-TZVPD basis
O 1.3050 0.3466 2.1339
C 0.5738 1.0897 1.5503
O 0.9634 1.9669 0.6017
H -0.4882 1.1977 1.6668
H 1.9314 1.9362 0.5269
C -1.0865 -1.6329 -1.6277
O -0.0550 -2.2163 -1.4475
H -1.2478 -1.0073 -2.5218
H -1.8961 -1.6807 -0.8826
```

The spin multiplicity is 1. Its structure (SMILES) is O=CO.C=O. Its orbital gap is 0.403 hartree.

Atomic partial charges in e from the Löwdin method, atoms 1 to 2: O 0.079; C -0.391

Which of them is the most stable, and which is the least stable? 4 and 2, in that order.